This record from the Open Molecules 2025 dataset describes a 3-piece molecular cluster, C12H24N3O5 overall. The level of theory is ωB97M-V with the def2-TZVPD basis set.

For the HOMO energy, the calculation gives -11.8 eV. Its net charge is +1. Its max |F| is 0.138 hartree/bohr. The value obtained for the energy above the lowest of the compared OMol25 structures with the same formula, charge and spin is 738.6 kJ/mol. The calculation puts the frontier orbital gap at 0.2613 hartree.

```
44
Properties=species:S:1:pos:R:3:forces:R:3
N -4.811 -2.934 -0.249 5.7 0.9 -3.3
C -3.727 -2.796 -0.786 -1.9 -1.0 3.3
O -2.305 -2.747 -0.990 -1.7 -0.7 1.9
C -1.617 -2.597 0.253 -1.1 2.2 1.2
N -0.653 -3.418 0.924 -3.4 4.5 0.0
C -0.364 -2.737 2.186 -2.8 3.4 -1.1
C -1.212 -1.443 2.187 1.4 -3.1 -0.8
N -1.989 -1.384 0.955 4.4 -5.4 1.2
H -0.321 -4.305 0.519 0.0 0.6 0.4
H 0.347 -3.117 3.004 -1.3 0.6 -1.8
H -1.285 -0.636 2.993 0.2 -1.5 -1.5
H -2.669 -0.699 0.588 0.6 -0.2 0.4
C 3.335 -3.160 0.633 0.1 -0.2 -0.1
O 2.436 -2.841 -0.424 -0.1 0.2 0.3
C 1.910 -1.520 -0.313 0.2 -0.1 -0.4
C 2.666 -0.534 -1.202 0.3 0.2 0.4
O 4.021 -0.389 -0.790 -0.5 -0.4 -0.1
C 4.915 -1.188 -1.558 0.2 0.1 0.0
H 3.930 -4.022 0.325 -0.2 0.1 0.0
H 4.013 -2.336 0.864 -0.1 0.0 0.0
H 2.764 -3.427 1.531 0.1 0.0 0.1
H 1.912 -1.189 0.733 0.1 0.0 -0.1
H 0.867 -1.562 -0.646 0.0 0.1 -0.1
H 2.196 0.451 -1.108 0.0 0.0 0.0
H 2.612 -0.831 -2.255 0.0 -0.1 0.1
H 5.131 -0.689 -2.507 0.0 -0.1 0.0
H 4.517 -2.186 -1.754 0.0 0.1 0.0
H 5.845 -1.292 -0.996 -0.1 0.1 0.0
C -1.008 1.876 -0.498 -0.1 -0.2 0.0
O -2.111 2.088 0.377 0.3 -0.2 -0.1
C -1.892 3.178 1.274 -0.5 0.2 0.1
C -2.560 4.459 0.777 0.5 0.1 -0.1
O -1.984 4.911 -0.446 -0.2 -0.5 0.2
C -2.742 4.520 -1.585 0.1 0.2 -0.1
H -1.352 1.271 -1.341 0.0 0.0 0.1
H -0.601 2.811 -0.887 -0.1 0.0 0.1
H -0.221 1.327 0.033 0.1 0.1 -0.1
H -0.820 3.332 1.442 -0.1 0.0 -0.1
H -2.341 2.900 2.233 0.0 0.0 0.0
H -2.395 5.248 1.518 0.0 -0.1 0.0
H -3.641 4.324 0.669 0.1 -0.1 0.0
H -3.591 5.198 -1.712 0.0 -0.1 -0.1
H -3.107 3.492 -1.509 0.0 0.0 0.1
H -2.099 4.593 -2.463 0.0 0.1 0.1
```
Positions in Å, forces in eV/Å.